No. 1
{"formula": "C27H32BF5N6OPRbS2Te", "method": "ωB97M-V with the def2-TZVPD basis set", "elements": ["Rb", "C", "C", "C", "C", "C", "N", "N", "B", "N", "N", "C", "C", "C", "C", "C", "N", "N", "C", "C", "C", "C", "C", "H", "H", "H", "H", "H", "H", "H", "H", "H", "H", "H", "H", "H", "H", "H", "H", "H", "H", "H", "H", "H", "H", "F", "Te", "F", "F", "F", "F", "O", "S", "P", "S", "C", "C", "C", "C", "C", "C", "C", "C", "C", "C", "C", "C", "H", "H", "H", "H", "H", "H", "H", "H", "H", "H"], "xyz": [[0.065, -1.590, -0.775], [-3.134, -2.185, -2.728], [-2.604, -0.959, -3.405], [-3.068, -0.313, -4.565], [-2.196, 0.743, -4.752], [-2.212, 1.767, -5.841], [-1.286, 0.703, -3.755], [-1.539, -0.336, -2.931], [-0.062, 1.636, -3.573], [-0.120, 2.432, -2.254], [-0.087, 1.851, -1.027], [-0.137, 2.827, -0.139], [-0.119, 2.538, 1.327], [-0.197, 4.079, -0.789], [-0.186, 3.779, -2.133], [-0.240, 4.724, -3.290], [1.276, 0.871, -3.746], [1.661, -0.139, -2.934], [2.833, -0.563, -3.374], [3.548, -1.696, -2.709], [3.232, 0.184, -4.498], [2.210, 1.089, -4.698], [2.107, 2.134, -5.762], [-3.973, -2.601, -3.287], [-3.485, -1.960, -1.718], [-2.364, -2.956, -2.651], [-3.912, -0.577, -5.183], [-3.061, 1.575, -6.497], [-1.301, 1.737, -6.441], [-2.306, 2.780, -5.445], [-0.111, 2.433, -4.469], [-0.183, 1.465, 1.505], [-0.961, 3.018, 1.832], [0.802, 2.891, 1.797], [-0.244, 5.059, -0.340], [-0.300, 5.745, -2.911], [-1.108, 4.541, -3.925], [0.646, 4.646, -3.924], [2.976, -2.056, -1.856], [4.534, -1.392, -2.354], [3.680, -2.538, -3.392], [4.132, 0.081, -5.084], [2.996, 2.088, -6.391], [2.035, 3.138, -5.340], [1.230, 1.985, -6.395], [-0.138, -6.701, -2.655], [0.037, -5.481, -1.234], [0.198, -4.577, 0.419], [1.896, -5.786, -1.253], [0.029, -7.029, -0.166], [-1.829, -5.577, -0.982], [0.047, -3.975, -2.168], [2.423, 0.441, 3.800], [0.654, -0.368, 4.151], [-0.502, -1.053, 2.692], [0.837, -1.749, 5.371], [-0.247, -2.586, 5.631], [-0.141, -3.611, 6.557], [1.055, -3.818, 7.234], [2.139, -2.993, 6.977], [2.028, -1.961, 6.052], [-0.330, 0.803, 5.177], [0.288, 1.460, 6.239], [-0.437, 2.313, 7.055], [-1.788, 2.532, 6.809], [-2.403, 1.894, 5.744], [-1.678, 1.029, 4.932], [-1.164, -2.442, 5.073], [-0.988, -4.262, 6.740], [1.144, -4.629, 7.948], [3.079, -3.157, 7.490], [2.870, -1.316, 5.826], [1.348, 1.307, 6.403], [0.054, 2.817, 7.880], [-2.354, 3.205, 7.443], [-3.453, 2.068, 5.539], [-2.141, 0.523, 4.094]], "lowdin_charge": [0.72, -0.04, -0.36, -0.01, -0.29, -0.04, 0.02, 0.05, -0.50, 0.01, 0.11, -0.36, -0.05, -0.01, -0.30, -0.04, 0.02, 0.07, -0.36, -0.03, -0.01, -0.29, -0.04, 0.07, 0.08, 0.05, 0.09, 0.07, 0.07, 0.07, 0.10, 0.01, 0.07, 0.07, 0.09, 0.07, 0.07, 0.06, 0.06, 0.07, 0.08, 0.09, 0.07, 0.07, 0.07, -0.41, 1.73, -0.43, -0.40, -0.39, -0.40, -0.73, 0.13, -0.03, 0.17, -0.37, -0.11, -0.10, -0.12, -0.11, -0.12, -0.37, -0.11, -0.11, -0.12, -0.10, -0.11, 0.07, 0.09, 0.09, 0.09, 0.05, 0.08, 0.09, 0.09, 0.09, 0.06], "charge": -2, "homo_energy_ev": -3.0, "de_lowest_kcal_mol": 8.3, "lumo_ev": 3.95, "mol_weight_g_mol": 870.57, "max_force_ev_per_a": 0.52}



No. 2
{"formula": "C4H10O", "method": "ωB97M-V with the def2-TZVPD basis set", "elements": ["C", "C", "C", "C", "O", "H", "H", "H", "H", "H", "H", "H", "H", "H", "H"], "xyz": [[0.601, -0.455, -1.469], [-0.517, -0.834, -0.502], [-0.951, 0.271, 0.459], [0.162, 0.520, 1.479], [1.004, 1.598, 1.181], [0.695, -1.205, -2.253], [1.558, -0.386, -0.952], [0.393, 0.501, -1.946], [-0.322, -1.777, 0.011], [-1.440, -1.072, -1.126], [-1.859, -0.048, 0.979], [-1.153, 1.197, -0.084], [-0.246, 0.717, 2.472], [0.713, -0.495, 1.455], [1.362, 1.469, 0.295]], "nbo_charge": [-0.62, -0.40, -0.44, -0.06, -0.71, 0.22, 0.19, 0.20, 0.20, 0.20, 0.21, 0.21, 0.18, 0.14, 0.46], "charge": 0, "homo_energy_ev": -10.1, "de_lowest_kcal_mol": 14.1, "smiles": "CCCCO", "lumo_ev": 1.07, "mol_weight_g_mol": 74.12, "max_force_ev_per_a": 2.68}



No. 3
{"formula": "C26H46OOsP2", "method": "ωB97M-V with the def2-TZVPD basis set", "elements": ["Os", "C", "C", "C", "C", "C", "C", "H", "H", "H", "C", "H", "H", "H", "C", "H", "H", "H", "C", "H", "H", "H", "C", "H", "H", "H", "C", "C", "C", "C", "C", "C", "C", "C", "H", "H", "H", "H", "H", "H", "H", "H", "H", "H", "H", "H", "P", "P", "C", "C", "H", "H", "H", "H", "C", "H", "H", "H", "C", "H", "H", "H", "C", "H", "H", "H", "C", "H", "H", "H", "C", "C", "O", "H", "H", "H"], "xyz": [[0.013, -0.338, 0.884], [-0.748, -1.990, 2.044], [0.624, -2.224, 1.636], [0.617, -0.620, 3.320], [-0.732, -1.002, 3.090], [1.451, -1.318, 2.390], [-1.936, -2.854, 1.737], [-1.741, -3.507, 0.878], [-2.828, -2.236, 1.554], [-2.153, -3.493, 2.608], [-1.928, -0.696, 3.934], [-2.793, -0.441, 3.312], [-1.732, 0.124, 4.629], [-2.215, -1.568, 4.543], [1.137, 0.174, 4.464], [1.634, -0.495, 5.180], [0.337, 0.682, 5.006], [1.883, 0.918, 4.168], [2.949, -1.352, 2.435], [3.292, -2.020, 3.245], [3.370, -0.355, 2.643], [3.356, -1.743, 1.495], [1.125, -3.452, 0.938], [1.468, -4.192, 1.673], [1.973, -3.205, 0.296], [0.332, -3.910, 0.349], [-1.730, 0.728, -3.509], [-1.798, -0.616, -3.417], [-0.951, -1.520, -4.279], [0.562, -1.172, -4.280], [1.105, -0.501, -3.023], [1.155, 0.841, -2.931], [0.609, 1.753, -4.017], [-0.831, 1.430, -4.499], [-1.297, -1.500, -5.328], [0.773, -0.548, -5.162], [-1.083, -2.560, -3.942], [-0.770, 0.855, -5.436], [-2.497, 1.370, -3.048], [-2.593, -1.112, -2.850], [-1.296, 2.391, -4.766], [0.648, 2.792, -3.644], [1.798, 1.373, -2.233], [1.275, 1.751, -4.902], [1.116, -2.109, -4.453], [1.641, -1.166, -2.332], [-1.606, 0.367, -0.517], [1.529, 1.570, 0.544], [-0.868, 2.031, -1.061], [0.369, 2.672, -0.409], [-1.718, 2.724, -1.036], [-0.620, 1.868, -2.103], [0.987, 3.156, -1.175], [0.037, 3.470, 0.263], [2.406, 2.640, 1.738], [2.756, 2.048, 2.598], [1.768, 3.457, 2.094], [3.282, 3.069, 1.225], [2.985, 0.837, -0.308], [3.523, 1.618, -0.847], [2.677, 0.057, -1.003], [3.645, 0.380, 0.435], [-3.370, 0.088, -0.574], [-3.613, -0.946, -0.302], [-3.762, 0.315, -1.571], [-3.827, 0.748, 0.173], [-0.938, -1.324, -0.945], [-0.076, -1.765, -0.384], [-0.470, -1.266, -1.927], [-1.751, -2.056, -0.932], [-0.661, 2.302, 2.873], [-1.209, 1.385, 1.830], [-2.402, 1.545, 1.523], [-1.376, 2.306, 3.710], [-0.620, 3.313, 2.442], [0.331, 2.026, 3.244]], "lowdin_spin": [2.05, 0.08, 0.10, 0.18, 0.14, 0.13, 0.02, 0.00, 0.00, 0.01, 0.01, 0.00, 0.00, 0.00, 0.02, 0.01, 0.00, 0.00, 0.02, 0.01, 0.00, 0.00, 0.02, 0.00, 0.00, 0.00, 0.01, 0.01, 0.00, 0.00, 0.00, 0.00, 0.00, 0.00, 0.00, 0.00, 0.00, 0.00, 0.00, 0.00, 0.00, 0.00, 0.00, 0.00, 0.00, 0.00, 0.17, 0.12, 0.05, 0.03, 0.00, 0.00, 0.00, 0.00, 0.01, 0.00, 0.00, 0.00, 0.04, 0.01, 0.01, 0.00, 0.03, 0.00, 0.00, 0.00, 0.14, 0.05, 0.02, 0.01, 0.05, 0.31, 0.06, 0.01, 0.00, 0.00], "s2": 6.02, "charge": 2, "homo_energy_ev": [-11.8, -14.6], "de_lowest_kcal_mol": 53.2, "lumo_ev": [-6.03, -8.49], "multiplicity": 5, "mol_weight_g_mol": 626.83, "max_force_ev_per_a": 4.12}



No. 4
{"formula": "C22H39AuN6SSe2", "method": "ωB97M-V with the def2-TZVPD basis set", "elements": ["Au", "C", "Se", "C", "C", "Se", "C", "H", "H", "H", "H", "H", "H", "H", "H", "H", "H", "C", "C", "C", "C", "C", "C", "H", "H", "H", "H", "H", "H", "H", "H", "H", "C", "N", "C", "N", "C", "N", "C", "N", "C", "C", "H", "H", "H", "H", "H", "H", "H", "H", "H", "H", "H", "H", "C", "C", "C", "C", "N", "C", "S", "N", "C", "H", "H", "H", "H", "H", "H", "H", "H"], "xyz": [[-0.875, -0.014, 0.484], [-3.656, 2.260, 2.071], [-2.640, 2.115, 0.418], [-1.275, 3.492, 0.795], [-0.410, 3.288, 2.026], [0.917, 1.823, 1.925], [0.526, 0.988, 3.637], [-4.095, 3.253, 2.126], [-3.014, 2.073, 2.926], [-4.446, 1.516, 2.030], [-1.848, 4.416, 0.919], [-0.674, 3.562, -0.117], [-1.004, 3.095, 2.920], [0.179, 4.196, 2.191], [0.720, 1.705, 4.431], [1.192, 0.137, 3.750], [-0.508, 0.649, 3.644], [-2.039, -4.325, 3.478], [-1.753, -2.917, 4.005], [-2.906, -2.399, 4.869], [-0.441, -2.888, 4.798], [-1.578, -2.011, 2.866], [-1.379, -1.225, 1.978], [-2.177, -5.010, 4.312], [-1.208, -4.687, 2.876], [-2.941, -4.343, 2.871], [-3.022, -3.025, 5.751], [-3.842, -2.408, 4.316], [-2.704, -1.381, 5.198], [-0.505, -3.565, 5.644], [-0.246, -1.886, 5.175], [0.394, -3.193, 4.172], [0.431, -2.305, -1.518], [0.880, -1.466, -0.391], [1.353, -2.366, 0.681], [2.421, -3.210, 0.205], [1.956, -4.029, -0.906], [1.506, -3.153, -1.980], [2.629, -2.340, -2.422], [3.096, -1.514, -1.314], [2.026, -0.663, -0.854], [3.540, -2.387, -0.233], [0.104, -1.649, -2.330], [-0.411, -2.919, -1.192], [0.510, -2.975, 1.021], [1.711, -1.757, 1.516], [1.132, -4.665, -0.577], [2.776, -4.655, -1.267], [2.314, -1.697, -3.248], [3.441, -2.992, -2.755], [1.692, -0.011, -1.670], [2.382, -0.041, -0.025], [3.897, -1.781, 0.603], [4.349, -3.029, -0.589], [-1.782, 4.815, -5.390], [-0.749, 3.905, -4.844], [0.577, 3.898, -5.211], [1.450, 2.987, -4.587], [1.021, 2.167, -3.634], [-0.249, 2.173, -3.289], [-0.881, 1.118, -2.122], [-1.135, 3.021, -3.894], [2.878, 2.909, -4.966], [-1.388, 5.424, -6.200], [-2.145, 5.479, -4.603], [-2.640, 4.251, -5.756], [0.939, 4.572, -5.968], [-2.115, 2.964, -3.633], [3.097, 3.551, -5.814], [3.141, 1.880, -5.205], [3.504, 3.200, -4.123]], "lowdin_charge": [0.76, -0.32, 0.96, -0.50, -0.51, 0.93, -0.38, 0.05, 0.03, 0.04, 0.09, 0.05, 0.06, 0.08, 0.04, 0.03, 0.00, -0.03, -0.62, -0.04, -0.04, -0.12, -0.16, 0.10, 0.08, 0.09, 0.10, 0.09, 0.08, 0.10, 0.08, 0.08, -0.17, -0.12, -0.18, -0.08, -0.14, -0.08, -0.14, -0.07, -0.20, -0.14, 0.10, 0.14, 0.12, 0.13, 0.14, 0.14, 0.14, 0.14, 0.09, 0.10, 0.14, 0.14, 0.01, -0.23, 0.07, -0.27, 0.12, -0.75, 0.62, 0.12, 0.00, 0.10, 0.11, 0.11, 0.13, 0.16, 0.09, 0.10, 0.11], "charge": 2, "homo_energy_ev": [-13.7, -13.7], "de_lowest_kcal_mol": 6.0, "lumo_ev": [-8.89, -8.89], "mol_weight_g_mol": 774.55, "max_force_ev_per_a": 2.00}



No. 5
{"formula": "C32H44N3O5PPbSe3", "method": "ωB97M-V with the def2-TZVPD basis set", "elements": ["Pb", "C", "O", "C", "C", "O", "C", "C", "O", "C", "H", "H", "H", "H", "H", "H", "H", "H", "H", "H", "H", "H", "H", "H", "Se", "P", "Se", "C", "C", "C", "C", "C", "C", "C", "C", "C", "C", "C", "C", "H", "H", "H", "H", "H", "H", "H", "H", "H", "H", "N", "C", "C", "N", "C", "C", "H", "H", "H", "H", "H", "H", "H", "H", "H", "H", "H", "Se", "C", "C", "C", "C", "C", "C", "H", "H", "H", "H", "H", "O", "C", "C", "C", "C", "O", "N", "H", "H", "H", "H"], "xyz": [[-0.191, 0.019, -0.294], [3.450, 0.560, 0.159], [2.249, 1.318, 0.067], [2.235, 2.459, 0.904], [0.991, 3.239, 0.586], [-0.206, 2.512, 0.829], [-0.796, 2.631, 2.109], [-0.410, 1.508, 3.030], [-0.890, 0.289, 2.481], [-0.620, -0.820, 3.327], [4.320, 1.190, -0.040], [3.397, -0.226, -0.594], [3.560, 0.121, 1.158], [3.092, 3.107, 0.687], [2.302, 2.153, 1.955], [0.990, 3.474, -0.478], [1.007, 4.181, 1.143], [-1.878, 2.603, 1.962], [-0.545, 3.592, 2.566], [-0.873, 1.699, 4.007], [0.676, 1.455, 3.181], [-1.129, -0.711, 4.289], [0.455, -0.923, 3.507], [-0.983, -1.715, 2.824], [0.540, -1.729, -2.361], [0.452, 0.033, -3.656], [-0.222, 1.764, -2.496], [-0.676, -0.235, -5.033], [-0.754, 0.757, -6.013], [-1.631, 0.608, -7.073], [-2.428, -0.529, -7.162], [-2.351, -1.514, -6.188], [-1.476, -1.370, -5.118], [2.069, 0.365, -4.367], [2.987, 1.144, -3.666], [4.262, 1.326, -4.179], [4.619, 0.734, -5.384], [3.706, -0.049, -6.077], [2.430, -0.241, -5.570], [-0.125, 1.638, -5.949], [-1.690, 1.373, -7.836], [-3.100, -0.650, -8.001], [-2.961, -2.406, -6.269], [-1.396, -2.145, -4.366], [2.696, 1.614, -2.734], [4.978, 1.935, -3.643], [5.611, 0.887, -5.788], [3.987, -0.510, -7.015], [1.721, -0.858, -6.109], [-5.604, 0.461, -0.921], [-4.854, -0.147, -2.082], [-3.394, 0.276, -2.000], [-2.795, -0.099, -0.720], [-3.524, 0.506, 0.397], [-4.983, 0.076, 0.400], [-6.585, 0.182, -0.947], [-5.583, 1.478, -1.014], [-5.326, 0.188, -3.004], [-4.957, -1.228, -1.990], [-3.296, 1.356, -2.140], [-2.849, -0.195, -2.819], [-2.837, -1.121, -0.611], [-3.445, 1.595, 0.318], [-3.070, 0.217, 1.343], [-5.558, 0.541, 1.198], [-5.058, -1.009, 0.477], [2.180, -2.609, 1.110], [3.620, -3.372, 2.075], [3.410, -3.964, 3.316], [4.488, -4.518, 3.984], [5.763, -4.448, 3.433], [5.966, -3.831, 2.208], [4.889, -3.301, 1.510], [2.419, -3.997, 3.750], [4.336, -4.992, 4.945], [6.602, -4.882, 3.961], [6.959, -3.781, 1.781], [5.034, -2.848, 0.538], [-3.023, -2.945, -0.093], [-2.078, -3.652, 0.212], [-2.147, -5.161, 0.322], [-0.776, -5.528, 0.876], [-0.083, -4.194, 0.842], [1.164, -4.171, 1.168], [-0.803, -3.162, 0.498], [-2.322, -5.569, -0.674], [-2.984, -5.461, 0.950], [-0.223, -6.261, 0.291], [-0.807, -5.886, 1.906]], "nbo_charge": [1.23, -0.26, -0.58, -0.09, -0.09, -0.58, -0.08, -0.09, -0.58, -0.25, 0.20, 0.21, 0.17, 0.20, 0.18, 0.22, 0.20, 0.19, 0.20, 0.20, 0.18, 0.19, 0.19, 0.20, -0.57, 1.07, -0.59, -0.47, -0.12, -0.22, -0.17, -0.21, -0.19, -0.47, -0.19, -0.19, -0.17, -0.22, -0.12, 0.22, 0.23, 0.23, 0.23, 0.23, 0.23, 0.22, 0.23, 0.23, 0.22, -0.49, -0.24, -0.26, -0.71, -0.26, -0.24, 0.44, 0.43, 0.24, 0.24, 0.22, 0.26, 0.43, 0.21, 0.26, 0.24, 0.24, 0.69, -0.29, -0.15, -0.21, -0.17, -0.20, -0.21, 0.21, 0.23, 0.23, 0.23, 0.23, -0.64, 0.71, -0.52, -0.48, 0.68, -0.61, -0.62, 0.26, 0.26, 0.26, 0.26], "charge": 2, "homo_energy_ev": -12.7, "de_lowest_kcal_mol": 0.0, "lumo_ev": -4.63, "mol_weight_g_mol": 1025.77, "max_force_ev_per_a": 0.46}



Number 3 is which compound?
C26H46OOsP2